78
Properties=species:S:1:pos:R:3:mulliken_charge:R:1 method="wB97M-V/def2-TZVPD" fmax_ev_per_a=0.64 spin_multiplicity=4 lumo_energy_ev="-7.3 / -7.0" gap_ev="6.5 / 6.8" homo_energy_ha="-0.50827 / -0.51021" e_above_lowest_ev=0.1409 total_charge=+2
Cr 0.63174 -0.49719 -0.25157 0.745
C 1.07886 -1.37733 3.06211 -1.751
C 1.54082 -0.50028 1.93582 0.236
C 2.54992 -0.98406 1.07329 0.693
C 3.14136 -2.33760 1.35675 -1.970
C 3.00477 -0.15835 0.01521 1.161
C 4.00159 -0.64486 -1.00265 -2.346
C 2.62698 1.20670 -0.01231 1.915
C 3.33895 2.11956 -0.96472 -2.230
C 1.70687 1.71835 0.93200 0.380
C 1.54931 3.20962 1.08896 -1.937
C 1.07760 0.83665 1.83615 1.598
C 0.02328 1.32581 2.79178 -2.090
H 1.77950 -1.28255 3.89668 0.388
H 1.03940 -2.42726 2.78196 0.479
H 0.10838 -1.08133 3.43195 0.016
H 2.46404 -3.15452 1.10765 0.376
H 3.35758 -2.40749 2.42307 0.486
H 4.07727 -2.49487 0.83261 0.396
H 4.94344 -0.10351 -0.89866 0.442
H 3.64342 -0.47111 -2.01820 0.325
H 4.22567 -1.69918 -0.90216 0.488
H 4.32286 2.34735 -0.54202 0.471
H 2.82420 3.05767 -1.12517 0.566
H 3.50605 1.65655 -1.93367 0.492
H 0.85825 3.64586 0.37026 0.315
H 2.51067 3.70175 0.95788 0.541
H 1.19148 3.46905 2.07985 0.405
H 0.46017 1.49719 3.77855 0.453
H -0.77502 0.59531 2.91013 0.289
H -0.43480 2.25072 2.46213 0.597
C -1.72000 2.72686 -0.20037 -1.145
C -2.45548 1.57207 -0.86993 -0.239
C -3.13209 0.71010 0.16102 0.357
C -4.38889 1.11486 0.59585 -0.651
C -5.09818 0.37739 1.52501 -1.234
C -4.53995 -0.77943 2.03172 -0.915
C -3.27372 -1.22075 1.65020 0.451
C -2.81888 -2.49949 2.32486 -0.696
C -2.54733 -2.32459 3.81825 -1.426
C -2.57212 -0.45136 0.70331 -0.169
N -1.36743 -1.01445 0.09692 1.191
C -1.57283 -2.20482 -0.39769 -0.367
C -0.49102 -2.96328 -0.88711 -0.506
C -0.37348 -4.21797 -1.46743 -0.976
C 0.98350 -4.37671 -1.78335 -1.022
C 1.63463 -3.22245 -1.38324 -0.815
N 0.75114 -2.35107 -0.82324 0.873
H -1.43231 3.50048 -0.91275 0.406
H -0.82034 2.37241 0.30700 -0.122
H -2.35185 3.18739 0.56084 0.658
H -1.79620 0.98473 -1.51019 -0.422
H -3.22395 1.98335 -1.52624 0.683
H -4.82604 2.00593 0.16392 0.516
H -6.08602 0.68784 1.83465 0.440
H -5.09558 -1.37297 2.74595 0.593
H -1.96506 -2.97669 1.83909 0.145
H -3.64052 -3.21241 2.22069 0.481
H -1.66173 -1.72372 3.99786 0.366
H -2.39385 -3.29086 4.29594 0.437
H -3.38555 -1.83628 4.31263 0.411
H -2.58229 -2.60521 -0.42840 0.701
H -1.17190 -4.92260 -1.63165 0.603
H 1.44863 -5.23286 -2.24090 0.544
H 2.67895 -2.98527 -1.48375 0.466
Se 0.17370 -1.32889 -3.41295 0.417
N 0.43689 0.02499 -2.23089 0.530
C 0.43140 1.17267 -2.92447 -0.019
C 0.59104 2.48443 -2.41645 0.445
C 0.56797 3.53435 -3.27978 -1.590
C 0.38066 3.36837 -4.68741 -0.878
C 0.20834 2.13426 -5.21620 -0.722
C 0.22898 1.00540 -4.34080 0.582
N 0.07596 -0.23832 -4.76211 -0.752
H 0.70468 2.63876 -1.35508 0.939
H 0.68771 4.53905 -2.89462 0.529
H 0.37157 4.24402 -5.31997 0.464
H 0.05429 1.96606 -6.27237 0.511

83
Properties=species:S:1:pos:R:3:mulliken_charge:R:1 method="wB97M-V/def2-TZVPD" fmax_ev_per_a=1.10 spin_multiplicity=5 lumo_energy_ev="-5.0 / -8.6" gap_ev="7.9 / 4.6" homo_energy_ha="-0.47468 / -0.48600" e_above_lowest_ev=0.9025 total_charge=+2
Ru -0.98822 0.32680 -1.58901 1.564
C 4.17307 -0.67749 4.07699 -1.391
C 3.58555 0.72423 3.93303 -0.289
C 3.22754 1.37027 5.26094 -1.026
C 2.14959 0.56261 5.97489 -1.203
C 0.98837 0.25783 5.04951 0.726
C -0.24204 -0.08654 5.55943 -0.595
C -1.31501 -0.34430 4.71123 -0.199
F -2.48711 -0.68575 5.25455 -0.344
C -1.20521 -0.24719 3.35542 -0.704
C 0.02958 0.11788 2.80763 0.666
C 0.15484 0.25611 1.35509 1.469
O -0.83170 -0.06656 0.62635 -0.506
C 1.41616 0.72730 0.88040 -0.720
C 2.45840 0.86922 1.77163 0.045
N 2.36104 0.67599 3.07843 0.112
C 1.12676 0.34750 3.64973 -0.426
C 1.73261 1.10516 -0.53156 -0.141
O 2.87545 1.24707 -0.89517 -0.643
O 0.68636 1.46555 -1.29785 -0.369
H 5.05265 -0.64734 4.72529 0.397
H 4.47965 -1.06622 3.10311 0.378
H 3.44753 -1.37187 4.50900 0.382
H 4.29834 1.35522 3.40931 0.517
H 2.86554 2.38636 5.07836 0.342
H 4.12692 1.44769 5.87196 0.434
H 1.78119 1.11564 6.83855 0.514
H 2.56512 -0.37198 6.36234 0.381
H -0.39130 -0.15450 6.63325 0.542
H -2.04685 -0.45454 2.70710 0.678
H 3.43696 1.13968 1.38934 0.676
C -5.28681 -0.40227 -1.90623 -0.929
Si -3.79999 -0.98899 -2.83981 -0.138
C -3.25993 0.22040 -4.18431 -1.017
C -4.04313 -2.66434 -3.57781 -1.067
N -2.37847 -1.05776 -1.70977 -0.224
C -1.98863 -2.21574 -1.06140 0.084
C -2.89109 -3.13785 -0.49450 -0.371
C -2.44787 -4.33742 0.00396 -0.918
C -1.09420 -4.66630 -0.08047 -0.878
C -0.17262 -3.76882 -0.60524 -0.954
C -0.61441 -2.53759 -1.03358 0.904
O 0.19468 -1.54368 -1.56594 0.663
C 1.53174 -1.77340 -1.99036 -0.162
C 2.49422 -2.18313 -1.09657 0.285
C 3.79544 -2.33861 -1.55491 -1.022
C 4.11284 -2.06955 -2.87743 -0.645
C 3.12748 -1.62796 -3.75049 -0.926
C 1.82391 -1.47900 -3.30356 -0.308
H -6.12013 -0.23892 -2.60572 0.378
H -5.10408 0.53287 -1.37854 0.271
H -5.61228 -1.15445 -1.17792 0.317
H -3.34551 -0.24134 -5.17397 0.466
H -2.21811 0.50587 -4.07360 0.223
H -3.86631 1.13355 -4.19317 0.315
H -4.93108 -2.64515 -4.22663 0.386
H -4.20433 -3.43589 -2.81998 0.369
H -3.18425 -2.95444 -4.19015 0.326
H -3.94437 -2.87372 -0.45076 0.521
H -3.15257 -5.03214 0.44683 0.476
H -0.74767 -5.63270 0.26796 0.443
H 0.87130 -4.04094 -0.68179 0.662
H 2.24879 -2.34516 -0.05206 0.622
H 4.56585 -2.66430 -0.86584 0.439
H 5.12908 -2.20085 -3.22901 0.439
H 3.37401 -1.40470 -4.78223 0.451
H 1.03251 -1.14276 -3.96083 0.447
C 1.97113 5.32224 -2.42962 -1.065
Se 0.89703 4.05841 -1.45070 0.459
C -0.43362 3.72390 -2.82048 -0.710
C -1.85951 3.83751 -2.30518 -0.981
Se -2.56467 2.25657 -1.36943 0.062
C -2.26460 2.79376 0.47310 -0.896
H 2.22380 4.90939 -3.40622 0.384
H 2.87052 5.50015 -1.84539 0.363
H 1.39513 6.24546 -2.53706 0.390
H -0.22062 2.72956 -3.18727 0.245
H -0.23365 4.44528 -3.61088 0.692
H -2.51555 3.95690 -3.16023 0.474
H -2.01857 4.68582 -1.64519 0.499
H -2.94034 3.60699 0.71361 0.598
H -1.22875 3.08487 0.61264 0.228
H -2.48355 1.92649 1.08486 0.064

77
Properties=species:S:1:pos:R:3:mulliken_charge:R:1 method="wB97M-V/def2-TZVPD" fmax_ev_per_a=2.99 spin_multiplicity=1 lumo_energy_ev=-1.7 gap_ev=3.8 homo_energy_ha=-0.20268
C 4.36036 1.71539 2.51747 -1.082
Si 3.91912 0.08999 3.29986 0.453
C 5.32262 -1.13370 3.26367 -1.112
C 3.30702 0.27732 5.05534 -0.811
O 2.72069 -0.57683 2.32386 -0.265
C 1.35728 -0.84496 2.59137 1.493
C 1.26252 -2.07469 3.54675 0.353
C 2.31076 -3.00442 3.62251 -0.410
C 2.29973 -3.98456 4.62167 -1.191
C 1.14715 -4.16323 5.39353 -0.695
C 0.01772 -3.36663 5.17627 -1.113
C 0.08146 -2.31674 4.25003 -0.352
C 0.67599 0.48208 3.00799 0.584
C 0.17172 0.71738 4.29033 -0.126
C -0.45350 1.93976 4.57973 -1.180
C -0.47553 2.95732 3.62339 -0.660
C 0.09880 2.74863 2.36350 -0.875
C 0.70458 1.52474 2.06961 -0.585
C 0.73912 -1.31081 1.22531 -1.229
C 1.35096 -2.60976 0.66378 -1.001
C 0.38483 -3.74489 0.99990 -0.829
C -0.96492 -3.06814 1.27166 -0.791
N -0.68008 -1.63946 1.38161 0.557
C -1.67113 -0.74314 1.48085 0.268
C -2.98642 -1.09771 1.77957 -0.920
C -4.05917 -0.21701 1.66272 0.012
C -5.35656 -0.51178 2.20724 0.389
C -6.45868 0.34200 1.94228 -0.266
C -7.74127 0.03834 2.39301 -0.578
C -7.97510 -1.12790 3.14292 -0.335
C -6.89894 -1.97150 3.45489 -0.646
C -5.60517 -1.66593 3.01851 -0.396
H 5.09223 2.24652 3.14323 0.367
H 4.81014 1.54485 1.53003 0.304
H 3.48100 2.35954 2.39068 0.275
H 6.15383 -0.73473 3.86178 0.385
H 5.03616 -2.10688 3.68325 0.279
H 5.67350 -1.28770 2.23491 0.321
H 4.17701 0.44380 5.70701 0.547
H 2.63004 1.13267 5.17491 0.268
H 2.78906 -0.62158 5.41785 0.165
H 3.14348 -2.95571 2.91102 0.472
H 3.18119 -4.61846 4.76466 0.462
H 1.11474 -4.95890 6.13852 0.403
H -0.91545 -3.54189 5.72075 0.435
H -0.78406 -1.67370 4.06824 0.633
H 0.28246 -0.03529 5.07413 0.638
H -0.89937 2.09111 5.56688 0.454
H -0.92810 3.92095 3.86093 0.424
H 0.10909 3.54340 1.61330 0.481
H 1.19986 1.38071 1.10268 0.479
H 0.84785 -0.49333 0.49342 1.036
H 1.34469 -2.48368 -0.42609 0.588
H 2.38314 -2.77514 0.98154 0.194
H 0.30030 -4.46608 0.18020 0.487
H 0.70901 -4.30186 1.88748 0.154
H -1.67817 -3.27921 0.45899 0.602
H -1.42874 -3.45795 2.19003 0.363
H -1.43536 0.31941 1.33945 0.481
H -3.18076 -2.12316 2.12005 0.229
H -3.92025 0.72303 1.10473 0.643
H -6.26770 1.25434 1.36755 0.489
H -8.57298 0.71326 2.16564 0.379
H -8.97931 -1.37210 3.48935 0.373
H -7.06528 -2.87721 4.05008 0.349
H -4.77331 -2.31169 3.30832 0.298
C -3.75736 5.17272 -2.58473 -1.017
C -3.57129 3.88611 -1.86869 0.684
C -3.65233 3.54764 -0.46728 -0.853
N -3.52116 2.19453 -0.33419 -0.230
C -3.26930 1.72263 -1.61186 -0.448
N -3.31574 2.73053 -2.54186 -0.760
H -3.94344 5.99629 -1.88574 0.273
H -2.86494 5.40332 -3.18550 0.242
H -4.61560 5.08604 -3.26868 0.222
H -3.76394 4.25938 0.34459 0.357
H -3.05785 0.68286 -1.86872 0.414